Entry 1:
Entry from the OMol25 dataset: an isolated ion of composition C2H4IN4 and charge +1 in a non-equilibrium geometry (the ωB97M-V functional and the def2-TZVPD basis).

Output
Kohn-Sham gap = 8.0586 eV
Total energy = -594.99138 Ha
Charge = +1

CARTESIAN COORDINATES (ANGSTROEM)
I  -4.0713  0.3038  0.0584
N  -2.0773  -2.8060  0.6656
N  -1.0809  0.3892  0.6320
N  0.2168  -0.9261  -0.8703
N  -2.0712  -1.6732  0.6198
C  -2.2270  -0.4307  0.5064
C  0.0901  0.0304  0.0036
H  -1.4102  1.2498  1.0216
H  -0.5475  -1.5180  -1.1688
H  1.0908  -1.0076  -1.2904
H  0.9814  0.5883  0.4103

Atom charges from the Mulliken analysis, given in e for atoms 1 to 6: 0.25, -0.61, -0.13, -0.25, 0.47, 0.03

---

Entry 2:
Entry from the OMol25 dataset: C27H44BN8Pt as an isolated structure (the ωB97M-V functional and the def2-TZVPD basis).

Output
Kohn-Sham gap = 8.4257 eV
Total energy = -1637.36823 Ha
Charge = +1

CARTESIAN COORDINATES (ANGSTROEM)
Pt  -0.2885  0.1707  0.1812
N  -0.0206  2.2047  -0.3202
N  0.5901  2.7007  0.8016
N  -3.2559  -0.2080  -0.1923
N  -2.2924  0.4697  0.4552
N  1.6933  0.0219  0.0375
N  -0.0300  -0.2842  2.2212
N  2.3218  0.8781  0.8730
N  0.5980  0.8346  2.7020
C  -2.6790  -2.0643  3.1743
C  -0.8907  1.6567  -2.9762
C  -4.2946  1.1780  1.1439
C  -0.7588  -3.2875  4.1992
C  -2.6830  3.1694  -2.1156
C  -0.4368  3.2142  -1.0672
C  -0.4279  -1.0283  3.2414
C  -1.1700  -2.3291  3.0770
C  -4.4774  0.1943  0.2007
C  0.5856  0.7822  4.0510
C  -0.7291  4.1158  -3.3530
C  3.8637  -0.2400  -0.2268
C  0.7699  -1.9311  -1.8332
C  -1.1752  3.0301  -2.3685
C  2.9241  -3.0440  -1.2556
C  1.2100  1.8284  4.9062
C  2.2758  -1.7201  -1.6808
C  4.6264  1.5412  1.5129
C  3.6505  0.7364  0.7294
C  2.8579  -1.2682  -3.0265
C  -2.9089  1.3145  1.2680
C  0.5558  4.0497  0.7428
C  -0.0630  -0.3778  4.4298
C  -0.0928  4.4120  -0.4220
C  1.1615  4.9217  1.7864
C  -0.8563  -2.9768  1.7285
C  2.5991  -0.6736  -0.6464
B  1.4211  1.7817  1.7625
H  -2.9342  -1.5578  4.1055
H  -3.0077  -0.9172  -0.8621
H  -5.0567  1.7253  1.6675
H  0.9294  5.9629  1.5741
H  -1.2665  0.8496  -2.3398
H  0.3198  -3.4452  4.2086
H  -0.2209  -0.7137  5.4390
H  0.2712  -1.0176  -2.1724
H  5.6407  1.2676  1.2319
H  0.2109  -3.1712  1.6105
H  0.1767  1.4970  -3.1359
H  0.3239  -2.2979  -0.9051
H  -3.0243  -1.4450  2.3459
H  -5.3665  -0.2464  -0.2150
H  2.2919  1.8531  4.7750
H  2.6593  -2.0205  -3.7910
H  0.9981  1.6216  5.9530
H  4.0046  -2.9415  -1.1572
H  4.8196  -0.5905  -0.5743
H  -1.0599  -2.9107  5.1764
H  -0.9944  5.1112  -2.9976
H  -3.2251  3.1059  -3.0607
H  0.7798  4.6821  2.7784
H  -1.3971  1.5790  -3.9391
H  -3.0469  2.3753  -1.4622
H  2.2456  4.8112  1.8113
H  -2.9197  4.1264  -1.6501
H  -3.2223  -3.0102  3.1404
H  0.5792  -2.6898  -2.5949
H  -1.2444  -4.2528  4.0557
H  0.8233  2.8193  4.6696
H  2.7254  -3.8137  -2.0025
H  2.5274  -3.3839  -0.2976
H  2.1092  2.4743  2.4392
H  4.4954  2.6074  1.3269
H  4.5094  1.3693  2.5830
H  3.9370  -1.1289  -2.9628
H  -0.2689  5.4169  -0.7613
H  -2.3227  1.9700  1.8918
H  -1.3878  -3.9268  1.6552
H  -1.2224  3.9673  -4.3139
H  -1.1834  -2.3483  0.8941
H  0.3491  4.0842  -3.5137
H  2.4133  -0.3250  -3.3484

Atom charges from the Mulliken analysis, given in e for atoms 1 to 6: 0.65, -0.19, 0.94, 0.00, 1.09, 0.36

---

Entry 3:
Entry from the OMol25 dataset: C3H7NOSn as an isolated structure in a non-equilibrium geometry (the ωB97M-V functional and the def2-TZVPD basis).

Output
Kohn-Sham gap = 5.6366 eV
Total energy = -462.06620 Ha
Charge = +2

CARTESIAN COORDINATES (ANGSTROEM)
Sn  1.5454  2.3721  -3.3614
O  1.4206  0.7293  -1.1577
N  -0.3053  0.7557  0.2780
C  0.7304  -1.4009  -0.2912
C  0.6637  0.1018  -0.3361
C  -1.2788  0.2987  1.2561
H  1.7447  -1.7360  -0.4751
H  0.2788  -1.7563  0.6287
H  -0.9691  0.6805  2.2294
H  0.0682  -1.6938  -1.1110
H  -2.2470  0.6945  0.9576
H  -0.2688  1.7292  0.0057
H  -1.3828  -0.7748  1.3768

Atom charges from the Mulliken analysis, given in e for atoms 1 to 6: 1.70, -0.65, -0.13, -0.98, 0.70, -0.76

---

Entry 4:
Entry from the OMol25 dataset: one molecule with the formula C4H6N2O in a non-equilibrium geometry (the ωB97M-V functional and the def2-TZVPD basis).

Output
Kohn-Sham gap = 10.3823 eV
SMILES = O=C1NC[C@H]2CN12
Total energy = -340.70153 Ha
Charge = 0

CARTESIAN COORDINATES (ANGSTROEM)
O  1.4166  2.0388  0.8390
N  1.4373  -0.0089  -0.2983
N  -0.5175  1.0586  -0.0795
C  0.4620  -1.0755  -0.0943
C  0.8500  1.1308  0.2887
C  -1.6747  0.2676  0.3115
C  -0.6765  -0.2644  -0.6614
H  2.4288  -0.1533  -0.2312
H  0.3499  -1.3158  0.9746
H  -0.3979  -0.1751  -1.7188
H  -1.6916  -0.1959  1.3011
H  -2.6373  0.6879  0.0221
H  0.6508  -1.9946  -0.6533

Atom charges from the Mulliken analysis, given in e for atoms 1 to 6: -0.56, -0.31, -0.26, -0.65, 0.39, -0.27

---

Number 1: E_HOMO -12.571 eV. Number 2: E_HOMO -11.066 eV. Number 3: E_HOMO -17.831 eV. Number 4: E_HOMO -9.498 eV.